Entry from the OMol25 dataset: C14H12F2InO6 as an isolated structure (wB97M-V/def2-TZVPD).

Structure (XYZ):
```
35
Properties=species:S:1:pos:R:3:forces:R:3
In -6.819 18.327 -12.530 0.10 -0.18 -0.03
O -3.350 19.016 -16.266 -0.21 -1.82 0.36
C -4.048 18.231 -15.466 -0.29 0.74 0.42
O -3.927 16.979 -15.470 -0.18 -0.31 0.39
O -4.865 18.641 -14.618 0.03 -0.02 0.00
H -2.829 18.307 -16.712 0.38 1.06 -0.53
O -3.999 14.320 -11.454 -0.90 0.49 -1.07
C -4.662 15.239 -12.153 0.42 0.63 0.01
O -4.737 15.196 -13.432 0.07 0.12 1.16
O -5.149 16.235 -11.562 0.13 -0.43 -0.97
H -3.797 13.617 -12.094 0.34 -0.30 0.23
F -8.586 16.074 -11.806 0.42 0.13 -0.53
C -9.846 15.736 -11.443 -1.21 -0.35 1.66
C -10.248 14.408 -11.502 0.96 -0.07 -0.70
C -11.491 14.007 -11.045 -0.60 0.71 0.58
C -12.306 14.961 -10.446 0.30 0.80 -0.12
C -11.844 16.275 -10.262 -0.96 -1.00 -0.83
C -10.627 16.675 -10.780 0.03 0.26 0.05
H -9.535 13.711 -11.926 -0.13 -0.14 -0.04
H -11.875 12.997 -11.078 0.40 -0.15 -0.34
H -13.334 14.768 -10.174 0.11 -0.37 0.21
H -12.576 16.959 -9.855 0.41 0.34 0.22
H -10.344 17.710 -10.631 0.35 -0.05 -0.21
F -8.177 19.538 -14.815 0.04 -0.19 0.38
C -8.633 19.980 -16.019 0.41 1.26 -0.90
C -9.326 19.132 -16.846 -0.30 0.37 -0.14
C -9.770 19.649 -18.067 -0.43 0.11 0.00
C -9.496 20.952 -18.482 0.45 -0.95 0.53
C -8.698 21.741 -17.657 -0.43 0.06 -0.35
C -8.301 21.293 -16.408 0.16 -0.81 0.03
H -9.579 18.123 -16.555 0.07 -0.02 0.08
H -10.413 19.021 -18.670 0.15 -0.06 -0.15
H -9.827 21.282 -19.455 -0.04 0.15 0.05
H -8.407 22.714 -18.028 0.07 0.11 0.29
H -7.658 21.919 -15.807 -0.10 -0.10 0.25
```
Forces are in eV/Å.

Values from the calculation:
**HOMO**: -11.7 eV
**HOMO-LUMO gap**: 2.207 eV
**Multiplicity**: 1
**Energy relative to the best compared isomer or geometry (same formula, charge and spin)**: 0.0 kJ/mol
**E_tot**: -37594.085 eV
**Total charge**: +1

Atomic partial charges in e from the natural (NBO) method, atoms 1 to 4:
1. In 0.966
2. O -0.596
3. C 0.935
4. O -0.317